(1)
Computed, not measured: C12H16N2 in the gas phase, with wB97M-V/def2-TZVPD.

E_tot in hartree: -576.036348
Energy relative to the best compared isomer or geometry (same formula, charge and spin) in kJ/mol: 902.23
SMILES string: c1ccc2c(c1)CN1CCC[C@@H]1CN2
Multiplicity: 1

Last columns: bonded neighbours and bond lengths (Å).
Cartesian coordinates (Å):
1 C -3.10969 -1.09695 2.01102  C2 1.580, C6 1.436, H15 0.985
2 C -3.43421 -1.16305 0.46570  C1 1.580, C3 1.430, H16 1.108
3 C -2.26506 -1.20962 -0.35593  C2 1.430, C4 1.362, H17 1.064
4 C -1.06999 -0.56986 -0.22010  C3 1.362, C5 1.381, N14 1.360
5 C -0.89247 -0.55679 1.14962  C4 1.381, C6 1.348, C7 1.525
6 C -1.74011 -0.70194 2.18825  C1 1.436, C5 1.348, H18 1.216
7 C 0.53193 -0.12095 1.47699  C5 1.525, N8 1.422, H19 1.248, H20 1.030
8 N 1.25376 0.64513 0.52107  C7 1.422, C9 1.537, C12 1.397
9 C 0.85831 2.01448 -0.05351  N8 1.537, C10 1.322, H21 1.035, H22 1.142
10 C 1.61178 2.43143 -1.05593  C9 1.322, C11 1.678, H23 1.190, H24 1.212
11 C 1.95672 0.90720 -1.66702  C10 1.678, C12 1.469, H25 1.152, H26 0.997
12 C 1.94101 0.00065 -0.51076  N8 1.397, C11 1.469, C13 1.409, H27 1.005
13 C 1.14964 -1.14623 -0.72043  C12 1.409, N14 1.565, H28 1.239, H29 1.315
14 N -0.19405 -0.55306 -1.26036  C4 1.360, C13 1.565, H30 1.146
15 H -3.70429 -1.00318 2.79071  C1 0.985
16 H -4.45743 -1.58088 0.38555  C2 1.108
17 H -2.19196 -1.49261 -1.37907  C3 1.064
18 H -1.36708 -0.39094 3.30337  C6 1.216
19 H 1.11780 -1.22194 1.51454  C7 1.248
20 H 0.53886 0.32780 2.40357  C7 1.030
21 H 0.84445 2.69762 0.72366  C9 1.035
22 H -0.17797 1.89747 -0.51840  C9 1.142
23 H 1.13066 3.00239 -1.98261  C10 1.190
24 H 2.70661 2.84949 -0.74824  C10 1.212
25 H 1.25983 0.64381 -2.54531  C11 1.152
26 H 2.82933 0.76690 -2.12903  C11 0.997
27 H 2.88736 -0.30877 -0.37567  C12 1.005
28 H 0.94265 -1.90647 0.23630  C13 1.239
29 H 1.62974 -2.15904 -1.40885  C13 1.315
30 H -0.58612 -1.00211 -2.23913  N14 1.146

---

(2)
Computed, not measured: 2 unconnected molecules or ions with the total composition C12H16N2O, with wB97M-V/def2-TZVPD.

E_tot in hartree: -651.626053
Energy relative to the best compared isomer or geometry (same formula, charge and spin) in kJ/mol: 46.03
SMILES string: Cc1c[nH]c2ccccc12.CCC(N)=O
Multiplicity: 1

Last columns: bonded neighbours and bond lengths (Å).
Cartesian coordinates (Å):
1 C -1.10102 1.99811 1.93325  C2 1.491, H11 1.091, H12 1.086, H13 1.096
2 C -0.76985 1.56907 0.54414  C1 1.491, C3 1.355, C10 1.479
3 C 0.17036 2.09688 -0.27705  C2 1.355, N4 1.379, H14 1.083
4 N 0.13104 1.59833 -1.56210  C3 1.379, C5 1.375, H15 1.008
5 C -0.91122 0.70135 -1.57301  N4 1.375, C6 1.392, C10 1.420
6 C -1.22629 -0.15959 -2.62053  C5 1.392, C7 1.389, H16 1.084
7 C -2.11462 -1.20169 -2.38904  C6 1.389, C8 1.392, H17 1.080
8 C -2.82090 -1.20874 -1.19000  C7 1.392, C9 1.387, H18 1.084
9 C -2.54986 -0.31546 -0.16473  C8 1.387, C10 1.389, H19 1.085
10 C -1.51261 0.59992 -0.29010  C2 1.479, C5 1.420, C9 1.389
11 H -0.39201 2.72612 2.32933  C1 1.091
12 H -1.22630 1.19170 2.64987  C1 1.086
13 H -2.05641 2.53236 1.97964  C1 1.096
14 H 0.77608 2.94041 0.02998  C3 1.083
15 H 0.83302 1.82936 -2.24696  N4 1.008
16 H -0.76879 -0.09993 -3.60130  C6 1.084
17 H -2.27799 -1.96126 -3.13917  C7 1.080
18 H -3.58424 -1.94287 -0.95696  C8 1.084
19 H -3.05992 -0.27207 0.79159  C9 1.085
20 C 1.42593 -1.58487 -0.43888  C21 1.523, H25 1.088, H26 1.088, H27 1.097
21 C 1.68009 -1.88857 1.03131  C20 1.523, C22 1.514, H28 1.088, H29 1.091
22 C 2.52356 -0.92615 1.83975  C21 1.514, N23 1.375, O24 1.213
23 N 2.59990 0.37636 1.40476  C22 1.375, H30 0.991, H31 1.015
24 O 2.96777 -1.27330 2.91368  C22 1.213
25 H 1.67758 -2.44456 -1.05614  C20 1.088
26 H 1.83349 -0.66548 -0.85442  C20 1.088
27 H 0.36190 -1.37077 -0.59769  C20 1.097
28 H 0.73021 -2.03573 1.54204  C21 1.088
29 H 2.21128 -2.83543 1.14133  C21 1.091
30 H 3.31032 0.97652 1.74790  N23 0.991
31 H 2.19051 0.65326 0.51833  N23 1.015

---

(3)
Computed, not measured: 2 unconnected molecules or ions with the total composition C12H16N2O, with wB97M-V/def2-TZVPD.

E_tot in hartree: -651.535863
Energy relative to the best compared isomer or geometry (same formula, charge and spin) in kJ/mol: 282.82
SMILES string: Cc1c[nH]c2ccccc12.CCC(N)=O
Multiplicity: 1

Last columns: bonded neighbours and bond lengths (Å).
Cartesian coordinates (Å):
1 C -2.89547 1.16797 -1.12219  C2 1.498, H11 1.110, H12 1.078, H13 1.063
2 C -2.14036 0.57653 0.02874  C1 1.498, C3 1.328, C10 1.411
3 C -2.21245 1.10801 1.24368  C2 1.328, N4 1.412, H14 1.094
4 N -1.45975 0.40882 2.21227  C3 1.412, C5 1.429, H15 1.031
5 C -0.86108 -0.65899 1.47473  N4 1.429, C6 1.444, C10 1.469
6 C 0.00719 -1.79573 1.67531  C5 1.444, C7 1.387, H16 1.039
7 C 0.27482 -2.58710 0.56862  C6 1.387, C8 1.377, H17 1.154
8 C -0.10833 -2.38925 -0.73955  C7 1.377, C9 1.347, H18 1.074
9 C -0.95224 -1.35365 -0.91488  C8 1.347, C10 1.345, H19 1.153
10 C -1.42757 -0.63800 0.12003  C2 1.411, C5 1.469, C9 1.345
11 H -3.71801 0.50336 -1.46102  C1 1.110
12 H -2.36596 1.62538 -1.94205  C1 1.078
13 H -3.55258 1.94394 -0.81137  C1 1.063
14 H -2.87438 1.86123 1.68097  C3 1.094
15 H -1.12873 0.69521 3.14615  N4 1.031
16 H 0.40177 -1.96916 2.62080  C6 1.039
17 H 0.57920 -3.59336 1.04401  C7 1.154
18 H -0.02595 -3.23958 -1.39083  C8 1.074
19 H -1.28039 -1.07269 -1.98408  C9 1.153
20 C 2.72904 -0.74455 -0.81158  C21 1.498, H25 1.100, H26 1.016, H27 1.146
21 C 1.72831 0.35868 -0.65058  C20 1.498, C22 1.517, H28 1.147, H29 1.106
22 C 2.40780 1.70425 -0.47995  C21 1.517, N23 1.374, O24 1.231
23 N 1.73277 2.70843 0.17127  C22 1.374, H30 0.911, H31 1.035
24 O 3.42685 1.96124 -1.12048  C22 1.231
25 H 3.58930 -0.62497 -0.13582  C20 1.100
26 H 2.77225 -0.99088 -1.79651  C20 1.016
27 H 2.32088 -1.62156 -0.19695  C20 1.146
28 H 1.02206 0.23865 -1.54664  C21 1.147
29 H 1.12252 0.22431 0.26539  C21 1.106
30 H 2.01542 3.57288 0.11162  N23 0.911
31 H 0.87307 2.62059 0.74086  N23 1.035

---

Calculated max |F| in order - 0.2274; 0.0409; 0.1261 hartree/bohr